{"formula": "C14H34BBrCl2N5O9P2S", "method": "the ωB97M-V functional and the def2-TZVPD basis", "symbols": ["Br", "Cl", "Cl", "S", "P", "P", "O", "O", "O", "O", "O", "O", "O", "O", "O", "N", "N", "N", "N", "N", "C", "C", "C", "C", "C", "C", "C", "C", "C", "C", "C", "C", "C", "C", "B", "H", "H", "H", "H", "H", "H", "H", "H", "H", "H", "H", "H", "H", "H", "H", "H", "H", "H", "H", "H", "H", "H", "H", "H", "H", "H", "H", "H", "H", "H", "H", "H", "H", "H"], "xyz": [[-0.84410, 0.46846, -2.77611], [6.66284, -0.84136, -4.32937], [4.21826, -2.67411, -4.84198], [1.14825, -0.15688, 0.28171], [-5.52579, 3.51565, -1.24525], [-0.96496, 1.96294, 3.66120], [-6.40155, 2.21577, -0.72674], [-2.30683, 1.38522, 2.73457], [-6.94582, 4.22712, -1.93105], [-4.10575, 2.80418, -0.55945], [-1.98402, 2.22613, 4.93311], [-0.37919, 0.54648, 3.73156], [0.37690, 2.54067, 4.58783], [5.42645, -6.14378, -0.00880], [-5.51626, 4.61385, -0.17367], [1.63742, -1.82030, 0.36894], [4.07928, -3.00741, -2.01323], [3.27578, -1.91919, -1.59203], [4.04885, -6.76530, -2.14612], [2.78749, -3.93664, -0.06114], [0.55795, 2.05532, 5.90862], [-3.04399, 3.14728, 4.73713], [3.29976, -0.58715, -2.28934], [6.47804, -1.43013, -1.44351], [1.12137, 0.94115, -3.04741], [-6.03893, 0.94286, -1.23534], [2.53046, -2.48478, -0.41853], [3.84996, -4.21721, -1.14201], [-8.12965, 4.28361, -1.15118], [5.06760, -3.04940, -3.19342], [-2.89802, 0.14366, 3.09101], [-3.99377, 2.73203, 0.85486], [1.89631, -0.50955, -3.19577], [6.40739, -2.10478, -2.94535], [4.45583, -5.73132, -1.06842], [5.08848, -6.94749, 0.48571], [-0.17784, 2.50670, 6.57960], [-2.33412, -0.67718, 2.63992], [0.49257, 0.96648, 5.95741], [-3.09434, 3.81940, 5.59803], [5.93601, -0.38125, -1.37029], [3.02817, -6.92364, -1.97462], [-8.83884, 4.94440, -1.65787], [1.53242, 1.51494, -2.08518], [-7.94238, 4.67811, -0.15042], [5.50636, -4.14657, -3.36720], [-4.94993, 2.48885, 1.32480], [7.37560, -2.80028, -3.02038], [-2.89812, 3.74227, 3.83109], [1.55212, 2.35913, 6.24872], [7.62898, -1.20140, -1.23128], [4.16932, -0.41810, -3.04988], [-5.36907, 1.02883, -2.09562], [1.19653, -2.39366, 1.15132], [-5.54504, 0.37316, -0.44560], [2.21635, -0.61567, -4.34020], [-3.91532, 0.12308, 2.69133], [-3.98350, 2.59597, 4.66259], [4.20407, -6.30048, -3.09001], [3.33271, 0.34448, -1.54344], [-3.27649, 1.94446, 1.10046], [2.33538, 0.58825, 0.56224], [6.14940, -2.18240, -0.59203], [1.19716, -1.44275, -2.97996], [1.22496, 1.64013, -3.98569], [-2.94892, 0.01592, 4.17513], [-3.61161, 3.67950, 1.24411], [-8.58463, 3.29164, -1.08534], [-6.94403, 0.41210, -1.54276]], "homo_energy_ev": -11.054, "lumo_ha": -0.192, "total_charge": 1}


{"formula": "C14H34BO7S", "method": "the ωB97M-V functional and the def2-TZVPD basis", "symbols": ["S", "O", "O", "O", "O", "O", "O", "O", "C", "C", "C", "C", "C", "C", "C", "C", "C", "C", "C", "C", "C", "C", "B", "H", "H", "H", "H", "H", "H", "H", "H", "H", "H", "H", "H", "H", "H", "H", "H", "H", "H", "H", "H", "H", "H", "H", "H", "H", "H", "H", "H", "H", "H", "H", "H", "H", "H"], "xyz": [[-2.24344, 2.35132, 1.84716], [-1.79615, -0.50169, 5.96951], [0.36625, 2.30415, -2.10223], [-2.91777, 2.50612, 3.10967], [0.80768, 0.32546, -3.33682], [-1.55015, 3.74736, 1.50485], [2.24044, -3.52594, -5.13995], [-3.02640, 1.96411, 0.72110], [-2.94507, -1.28525, 5.69564], [-0.06672, 1.06202, 0.70438], [1.47621, 0.25717, -2.09887], [2.15403, -2.11032, -4.95655], [-2.69115, 0.60903, 7.97558], [2.08096, 2.12572, -0.35034], [1.58334, 1.73102, -1.73064], [-2.03820, 0.73766, 6.60870], [-3.96387, -0.58820, 4.81194], [-0.85770, 1.28421, 2.02118], [1.40941, 1.47485, 0.87679], [2.77779, -3.94637, -6.37164], [1.27297, -1.41433, -5.97259], [4.20974, -3.49213, -6.61291], [-0.29678, 1.27582, -3.01788], [0.29022, -1.88659, -6.00871], [-2.12749, -0.08146, 8.60517], [-1.05462, 1.19670, 6.71372], [4.84204, -3.76535, -5.76663], [-2.56111, -2.17439, 5.19481], [2.74237, -5.03749, -6.34191], [-0.12237, -0.00444, 0.50359], [4.60620, -3.96384, -7.51414], [2.36165, 2.09787, -2.43474], [3.15717, -1.66834, -4.94595], [1.98700, 3.21043, -0.26506], [-4.43952, 0.25110, 5.32067], [-1.19758, 0.69595, -2.36590], [1.14630, -0.37247, -5.68380], [1.73359, -1.96450, -3.96478], [-0.22975, 1.68545, 2.81434], [2.44977, -0.23828, -2.16562], [-2.72301, 1.58319, 8.46510], [-3.71596, 0.24115, 7.90539], [-3.48330, -0.19725, 3.91534], [-3.41442, -1.62361, 6.62811], [2.00907, 0.62966, 1.22093], [-4.74837, -1.28634, 4.51770], [4.27505, -2.41190, -6.74669], [-1.72904, 4.32721, 2.25338], [-1.31750, 0.36319, 2.38223], [-2.62677, 1.39546, 5.95990], [3.15315, 1.91044, -0.31652], [-0.82642, 1.77495, -4.00763], [1.70315, -1.44932, -6.97863], [2.13689, -3.62869, -7.20349], [0.82447, -0.31073, -1.41697], [-0.53136, 1.60263, -0.11841], [1.44508, 2.20783, 1.68914]], "homo_energy_ev": -3.890, "lumo_ha": 0.089, "total_charge": -1}


Number 1: frontier orbital gap 5.841 eV. Number 2: frontier orbital gap 6.318 eV.